{
  "formula": "C26H51IIrN2O4SSi3",
  "method": "wB97M-V/def2-TZVPD",
  "species": ["Ir", "C", "Si", "C", "C", "N", "C", "C", "C", "C", "C", "C", "N", "Si", "C", "C", "C", "H", "H", "H", "H", "H", "H", "H", "H", "H", "H", "H", "H", "H", "H", "H", "H", "H", "H", "H", "H", "H", "H", "O", "C", "I", "C", "H", "H", "C", "C", "C", "C", "O", "Si", "S", "O", "C", "C", "C", "C", "O", "C", "C", "C", "C", "H", "H", "H", "H", "H", "H", "H", "H", "H", "H", "H", "H", "H", "H", "H", "H", "H", "H", "H", "H", "H", "H", "H", "H", "H", "H", "H"],
  "coordinates": [[0.286, 0.152, 0.059], [1.676, 2.272, 1.961], [0.315, 1.518, 2.996], [1.020, 1.092, 4.677], [-1.080, 2.746, 3.220], [-0.281, 0.159, 2.040], [-0.910, -0.944, 2.430], [-1.258, -1.272, 3.769], [-1.925, -2.426, 4.052], [-2.284, -3.316, 3.010], [-1.984, -3.023, 1.712], [-1.293, -1.827, 1.376], [-0.975, -1.473, 0.115], [-1.603, -2.323, -1.318], [-0.933, -4.063, -1.452], [-3.473, -2.267, -1.245], [-1.084, -1.450, -2.877], [1.925, 3.273, 2.322], [1.382, 2.376, 0.905], [2.578, 1.660, 1.983], [1.735, 1.870, 4.958], [1.546, 0.136, 4.675], [0.253, 1.058, 5.453], [-0.848, 3.449, 4.024], [-2.012, 2.237, 3.476], [-1.250, 3.328, 2.312], [-0.979, -0.591, 4.561], [-2.182, -2.663, 5.075], [-2.801, -4.237, 3.247], [-2.255, -3.708, 0.923], [-1.324, -4.752, -0.704], [0.156, -4.052, -1.360], [-1.184, -4.461, -2.438], [-3.882, -2.788, -0.379], [-3.897, -2.719, -2.144], [-3.809, -1.230, -1.195], [-0.016, -1.557, -3.049], [-1.336, -0.388, -2.873], [-1.598, -1.913, -3.723], [1.534, 0.215, -2.750], [0.988, 0.450, -1.789], [-0.865, 3.130, -1.506], [-1.334, 1.464, -0.253], [-1.697, 1.886, 0.681], [-2.160, 0.949, -0.740], [4.869, -3.356, -0.503], [4.869, -2.393, -1.686], [6.173, -2.516, -2.463], [3.670, -2.654, -2.590], [4.799, -1.030, -1.249], [4.216, -0.293, 0.075], [2.287, -1.018, 0.611], [5.227, -0.688, 1.290], [5.393, -0.387, 2.676], [5.559, 1.119, 2.855], [4.211, -0.904, 3.487], [6.666, -1.112, 3.096], [4.177, 1.313, -0.154], [4.512, 2.308, -1.132], [4.663, 1.716, -2.527], [5.829, 2.935, -0.688], [3.388, 3.334, -1.102], [5.036, -4.375, -0.856], [3.915, -3.319, 0.025], [5.660, -3.089, 0.198], [6.275, -3.519, -2.880], [7.018, -2.317, -1.803], [6.191, -1.792, -3.279], [3.682, -3.685, -2.949], [3.689, -1.981, -3.448], [2.747, -2.484, -2.033], [4.721, 1.649, 2.400], [6.476, 1.457, 2.370], [5.600, 1.372, 3.916], [3.315, -0.312, 3.302], [4.449, -0.866, 4.552], [3.991, -1.936, 3.211], [7.494, -0.806, 2.456], [6.534, -2.191, 3.001], [6.914, -0.879, 4.133], [5.468, 0.984, -2.550], [4.886, 2.516, -3.235], [3.746, 1.219, -2.842], [6.618, 2.182, -0.690], [5.734, 3.338, 0.321], [6.115, 3.744, -1.363], [2.435, 2.860, -1.346], [3.573, 4.126, -1.829], [3.304, 3.777, -0.109]],
  "lowdin_charge": [0.953, -0.177, 0.426, -0.167, -0.163, -0.183, -0.300, -0.023, -0.077, -0.073, -0.043, -0.287, -0.137, 0.436, -0.154, -0.157, -0.172, 0.056, -0.004, -0.007, 0.041, 0.027, 0.029, 0.036, 0.037, 0.022, 0.088, 0.105, 0.106, 0.075, 0.023, 0.037, 0.038, 0.024, 0.037, 0.034, 0.016, 0.029, 0.047, 0.116, -0.359, 0.748, -0.815, -0.063, -0.048, -0.040, -0.642, -0.028, -0.030, -0.148, -0.101, 0.392, -0.141, -0.640, -0.022, -0.051, -0.031, -0.150, -0.625, -0.024, -0.023, -0.029, 0.090, 0.055, 0.083, 0.087, 0.089, 0.084, 0.089, 0.088, 0.055, 0.062, 0.090, 0.091, 0.034, 0.091, 0.088, 0.088, 0.087, 0.087, 0.082, 0.094, 0.068, 0.092, 0.084, 0.088, 0.033, 0.093, 0.084],
  "e_lumo_ev": [-1.252, -1.548],
  "multiplicity": 2,
  "orbital_gap_ev": [5.947, 6.322],
  "de_lowest_kcal_mol": 10.0
}